Formula: C31H66NO19P
Source: the Open Molecules 2025 dataset
Level of theory: ωB97M-V with the def2-TZVPD basis set

Results
Net charge: -2
Gap between HOMO and LUMO: 2.83 eV
ΔE to the lowest compared entry with this formula, charge and spin: 320.0 kJ/mol

Geometry as XYZ:
```
118
Properties=species:S:1:pos:R:3:forces:R:3
N 0.250 0.324 -0.058 -4.989 6.913 -0.962
H -0.753 0.146 -0.494 2.073 1.853 0.442
H 0.018 1.032 0.888 0.796 -1.796 -3.789
H 0.794 0.974 -0.710 -1.471 -0.943 0.933
H 0.485 -0.617 0.150 0.010 0.877 -1.199
P -1.456 2.807 -1.053 5.302 6.271 4.833
O -2.290 4.041 -1.268 -0.448 1.302 -1.534
O -0.225 3.050 -0.011 1.208 0.814 0.106
O -0.794 2.217 -2.221 5.422 0.406 -2.005
O -2.213 1.914 -0.226 -5.135 -6.770 3.478
O 3.079 -0.965 3.746 -2.088 -0.162 4.518
C 3.530 -0.094 3.105 -0.545 3.983 -1.956
O 2.942 1.107 2.808 0.628 0.361 1.621
C 1.685 1.454 3.477 -2.426 0.436 0.772
C 1.027 2.908 3.206 8.178 -4.692 -5.987
C 4.740 -0.261 2.323 -0.436 1.015 -2.925
H 1.688 1.429 4.652 0.489 -1.198 -2.267
H 1.007 0.789 2.879 0.019 0.036 1.756
H 1.010 2.851 2.065 -0.299 1.190 1.008
H 1.682 3.599 3.560 1.436 2.470 1.021
H 0.125 2.935 3.465 -7.323 0.186 2.587
H 4.709 0.523 1.548 0.291 -0.593 -0.024
H 4.882 -1.254 1.915 0.058 0.603 0.137
H 5.560 -0.088 2.887 2.711 0.788 2.124
O -5.191 -1.838 1.327 -0.814 3.295 0.522
C -5.473 -0.761 0.743 -1.533 -2.521 2.659
O -6.812 -0.330 0.608 0.397 -0.117 0.200
C -7.977 -1.159 1.016 3.570 -1.984 0.000
C -9.226 -0.471 0.664 -1.378 -3.101 1.833
C -4.571 0.140 0.071 3.892 0.653 3.973
H -7.801 -1.447 2.065 -0.420 0.232 -0.256
H -7.815 -2.083 0.403 -0.543 0.389 0.641
H -9.210 0.454 1.044 -0.144 3.569 2.020
H -10.173 -1.010 1.051 1.589 0.692 -1.016
H -9.151 -0.283 -0.330 -0.657 0.023 -3.340
H -3.464 -0.263 -0.069 -2.959 1.533 1.436
H -4.328 0.957 0.858 -0.733 -0.358 -1.879
H -4.916 0.352 -0.877 -0.845 1.643 -1.450
O -2.819 2.444 4.207 0.416 0.086 -0.321
C -1.942 1.713 4.582 -1.826 -0.454 0.709
O -1.687 0.504 4.017 1.924 -0.815 1.669
C -2.226 -0.051 2.785 -4.029 3.276 1.084
C -2.095 -1.484 2.620 3.473 -1.882 4.826
C -1.250 1.963 5.985 1.602 7.317 -5.619
H -1.906 0.643 2.047 0.513 0.043 -1.532
H -3.317 0.140 2.872 0.314 0.265 -0.266
H -2.525 -2.004 1.838 -0.480 0.024 -2.437
H -2.543 -2.172 3.402 -0.105 1.479 0.109
H -0.990 -1.668 2.894 -1.321 -0.266 -1.182
H -0.134 2.142 5.747 -1.702 -0.173 0.737
H -1.358 1.203 6.530 -0.695 -6.262 4.407
H -1.729 2.900 6.508 0.991 -1.796 -1.397
O 3.360 6.342 -2.889 -0.607 -2.644 2.018
C 2.757 5.441 -2.242 0.993 2.748 -1.761
O 3.449 4.487 -1.562 0.576 1.386 -1.626
C 2.735 3.495 -0.870 0.809 0.182 2.799
C 3.660 2.461 -0.173 -1.995 2.125 -1.575
C 1.267 5.408 -2.302 -1.971 1.007 -0.325
H 2.043 2.989 -1.394 -2.196 -1.814 -2.954
H 2.021 3.990 -0.237 -0.068 0.063 1.236
H 4.153 2.982 0.563 1.945 0.982 1.628
H 4.248 1.989 -0.903 1.191 -0.636 -0.793
H 3.065 1.762 0.328 -1.137 -1.178 0.501
H 0.696 6.267 -2.863 1.964 -1.607 0.400
H 0.698 5.472 -1.373 0.514 -0.622 0.604
H 0.973 4.437 -2.692 -0.443 -0.185 -0.130
O 1.221 -1.137 1.004 3.623 -8.185 4.647
C 1.111 -2.383 1.112 2.940 1.779 1.833
O 2.163 -3.193 1.511 -3.291 -0.384 -1.254
C 3.377 -2.665 1.910 -0.613 0.018 0.317
C 4.367 -3.729 2.091 1.954 -1.104 3.168
C -0.135 -3.128 0.976 -1.624 5.571 -4.311
H 3.241 -1.829 2.638 0.063 -3.611 -0.700
H 3.839 -2.165 1.186 0.555 2.174 -4.325
H 4.338 -4.659 1.554 -0.199 0.147 -1.314
H 4.260 -4.126 3.080 -0.243 -0.478 1.176
H 5.424 -3.354 2.202 -0.952 -0.108 -0.806
H -0.203 -3.940 1.467 -0.079 -5.519 4.427
H -0.186 -3.553 -0.029 -0.141 0.643 -0.563
H -1.024 -2.434 1.199 1.929 -1.487 -1.081
O -1.300 -0.667 -1.758 -3.411 -0.922 -0.816
C -2.429 -0.184 -2.127 7.253 4.116 -1.661
O -3.535 -0.700 -1.955 -5.756 -1.276 -0.985
C -3.789 -1.924 -1.247 4.279 -2.039 -3.315
C -5.231 -2.463 -1.160 4.703 0.223 4.571
C -2.431 1.165 -2.915 -3.035 -0.153 -3.307
H -3.121 -1.757 -0.403 -0.733 -1.457 0.583
H -3.077 -2.535 -2.029 -1.967 -0.063 2.198
H -5.743 -2.205 -1.907 -3.884 1.728 -6.491
H -5.766 -2.205 -0.278 -0.178 -0.180 -0.733
H -5.156 -3.482 -1.023 0.285 -2.474 -0.302
H -3.262 1.114 -3.760 0.526 -0.556 1.331
H -1.441 1.446 -3.464 -2.323 -1.393 0.811
H -2.686 2.168 -2.300 -1.011 -3.053 -2.120
O 3.007 -0.511 -1.644 2.072 4.735 0.879
C 2.997 -0.059 -2.773 -1.182 0.825 -0.512
O 4.112 -0.012 -3.515 0.741 -0.035 -1.570
C 5.313 -0.619 -3.001 0.800 1.687 2.283
C 6.623 -0.377 -3.840 -6.066 -4.711 -1.887
C 1.688 0.152 -3.599 4.605 7.076 -0.702
H 5.121 -1.676 -2.805 0.219 0.054 -0.213
H 5.394 -0.099 -2.008 0.463 -0.849 -0.525
H 6.885 0.550 -3.960 0.776 5.565 -0.837
H 6.369 -0.876 -4.832 0.679 0.884 0.828
H 7.457 -0.825 -3.492 2.363 -2.080 1.727
H 1.502 1.318 -3.807 -0.128 -2.160 1.704
H 0.966 -0.386 -3.133 -2.618 -0.556 1.023
H 1.989 -0.090 -4.600 -0.302 0.233 0.197
C 2.331 -2.461 -2.282 -6.311 -3.468 -0.265
C 1.522 -2.570 -3.623 -1.329 0.840 -1.616
O 1.625 -1.764 -4.604 0.576 -6.373 2.259
C 0.376 -3.601 -3.727 1.341 -0.502 3.982
H 3.206 -2.109 -2.565 4.185 -0.079 -0.768
H 2.291 -3.275 -1.447 0.082 1.061 -2.056
H 1.913 -1.477 -1.844 -0.779 -2.714 -0.116
H -0.354 -3.306 -4.429 -0.734 0.228 -0.738
H -0.098 -3.811 -2.613 1.079 0.505 -2.898
H 0.961 -4.492 -4.023 -0.739 -0.069 0.004
```
Forces are in eV/Å.



Formula: C5H9N2
Source: the Open Molecules 2025 dataset
Level of theory: ωB97M-V with the def2-TZVPD basis set

Results
Net charge: +1
Gap between HOMO and LUMO: 10.11 eV
ΔE to the lowest compared entry with this formula, charge and spin: 443.9 kJ/mol

Geometry as XYZ:
```
16
Properties=species:S:1:pos:R:3:forces:R:3
N -2.437 0.447 0.030 0.757 1.331 -1.607
C -1.189 -0.019 -0.056 -0.378 -3.414 2.464
C -0.388 -1.527 -0.157 -2.102 2.429 -2.860
C 0.733 -0.712 0.496 -1.223 -0.534 -0.356
C 1.860 0.003 -0.302 0.527 1.236 1.521
C 0.979 1.362 0.056 2.853 -0.148 2.541
N -0.101 0.493 0.515 0.591 0.069 -0.038
H -3.249 -0.141 0.147 0.182 -0.308 -0.588
H -2.617 1.428 -0.270 0.094 -0.965 0.850
H -0.856 -2.370 0.329 0.048 -0.170 0.103
H -0.289 -1.678 -1.312 0.021 0.026 2.151
H 0.797 -1.068 1.531 1.180 0.167 -0.266
H 1.936 -0.149 -1.419 -0.083 -0.177 1.460
H 2.844 -0.119 0.280 -1.289 0.538 -1.433
H 1.386 2.138 0.829 -0.640 -1.883 -1.092
H 0.592 1.911 -0.698 -0.538 1.805 -2.852
```
Forces are in eV/Å.



Formula: C6H12N4O2
Source: the Open Molecules 2025 dataset
Level of theory: ωB97M-V with the def2-TZVPD basis set

Results
Gap between HOMO and LUMO: 9.23 eV
ΔE to the lowest compared entry with this formula, charge and spin: 1013.8 kJ/mol

Geometry as XYZ:
```
24
Properties=species:S:1:pos:R:3:forces:R:3
C -2.994 0.915 -1.765 -1.967 -3.386 0.187
C -1.476 0.233 -1.949 0.130 -1.933 1.492
C -0.595 1.081 -0.932 3.614 0.966 -5.785
N 0.660 0.226 -0.689 -0.742 -2.066 3.937
C 1.880 0.076 -1.572 0.393 5.008 3.839
C 2.927 -0.509 -0.432 -1.929 1.444 -1.435
N 1.975 -1.494 0.220 3.367 1.538 2.108
C 0.809 -0.732 0.403 -0.527 0.139 3.646
N 0.297 -0.921 1.736 0.389 -2.105 -7.429
N -0.811 -0.066 1.839 3.931 0.907 1.242
O -1.951 -0.285 1.591 -0.763 -0.138 -0.168
O -0.244 0.915 2.292 -3.009 3.170 0.865
H -3.329 0.897 -0.495 1.043 0.351 -4.309
H -3.924 0.428 -2.447 2.421 -0.224 2.287
H -3.208 1.790 -2.375 1.279 1.171 1.003
H -1.171 -0.955 -1.458 -2.196 3.213 -1.352
H -0.993 0.029 -3.049 -1.441 1.372 2.580
H -1.116 1.668 -0.172 0.428 -1.035 0.528
H -0.092 2.020 -1.682 -1.368 -2.408 2.306
H 1.653 -0.424 -2.479 0.285 -0.779 -0.692
H 2.098 1.272 -1.707 0.026 -3.120 -0.497
H 3.285 0.514 0.338 -0.878 -3.448 -2.453
H 3.660 -1.133 -0.973 0.412 0.898 0.749
H 2.554 -1.745 1.170 -2.897 0.466 -2.650
```
Forces are in eV/Å.



Please write out number 3 again, unchanged.
Formula: C6H12N4O2
Source: the Open Molecules 2025 dataset
Level of theory: ωB97M-V with the def2-TZVPD basis set

Results
Gap between HOMO and LUMO: 9.23 eV
ΔE to the lowest compared entry with this formula, charge and spin: 1013.8 kJ/mol

Geometry as XYZ:
```
24
Properties=species:S:1:pos:R:3:forces:R:3
C -2.994 0.915 -1.765 -1.967 -3.386 0.187
C -1.476 0.233 -1.949 0.130 -1.933 1.492
C -0.595 1.081 -0.932 3.614 0.966 -5.785
N 0.660 0.226 -0.689 -0.742 -2.066 3.937
C 1.880 0.076 -1.572 0.393 5.008 3.839
C 2.927 -0.509 -0.432 -1.929 1.444 -1.435
N 1.975 -1.494 0.220 3.367 1.538 2.108
C 0.809 -0.732 0.403 -0.527 0.139 3.646
N 0.297 -0.921 1.736 0.389 -2.105 -7.429
N -0.811 -0.066 1.839 3.931 0.907 1.242
O -1.951 -0.285 1.591 -0.763 -0.138 -0.168
O -0.244 0.915 2.292 -3.009 3.170 0.865
H -3.329 0.897 -0.495 1.043 0.351 -4.309
H -3.924 0.428 -2.447 2.421 -0.224 2.287
H -3.208 1.790 -2.375 1.279 1.171 1.003
H -1.171 -0.955 -1.458 -2.196 3.213 -1.352
H -0.993 0.029 -3.049 -1.441 1.372 2.580
H -1.116 1.668 -0.172 0.428 -1.035 0.528
H -0.092 2.020 -1.682 -1.368 -2.408 2.306
H 1.653 -0.424 -2.479 0.285 -0.779 -0.692
H 2.098 1.272 -1.707 0.026 -3.120 -0.497
H 3.285 0.514 0.338 -0.878 -3.448 -2.453
H 3.660 -1.133 -0.973 0.412 0.898 0.749
H 2.554 -1.745 1.170 -2.897 0.466 -2.650
```
Forces are in eV/Å.